## 1
{"formula": "C19H25N5O4", "method": "wB97M-V/def2-TZVPD", "species": ["H", "O", "O", "H", "H", "H", "H", "H", "H", "H", "N", "H", "C", "H", "C", "C", "C", "C", "H", "H", "H", "H", "C", "C", "C", "H", "H", "N", "H", "H", "H", "O", "H", "H", "C", "C", "C", "C", "N", "N", "C", "C", "H", "O", "C", "N", "H", "H", "C", "C", "H", "C", "C"], "positions_angstrom": [[-0.0062, 3.9083, 2.4937], [1.3276, -2.0833, 2.3710], [-3.2203, -3.7216, 0.4214], [-1.8131, 2.4283, -3.9919], [1.6268, -3.5407, 4.3642], [-1.8596, -2.8969, 2.9311], [-3.2069, -2.0084, 2.2023], [2.5929, 2.5284, -1.7973], [1.9744, 0.2049, 1.5457], [2.0191, 1.5268, -3.9502], [-1.0295, -3.6369, 0.2370], [1.5459, 0.3805, -2.6852], [-0.2101, -0.6965, -0.2489], [0.0800, -4.9401, 2.2043], [0.0535, 0.4623, 0.6022], [1.1260, 0.8623, 1.4290], [1.3302, 1.3613, -3.1179], [-2.1864, -2.3539, 2.0482], [0.5348, 5.5771, -1.5356], [-1.1830, -4.2562, -0.5430], [1.6339, 4.1759, -3.3340], [0.9989, 2.1671, -1.1417], [0.6300, -1.9218, -0.4509], [-1.4009, -0.4520, -0.8439], [-0.4344, 3.6488, -3.0959], [-1.5458, -1.4907, 1.8926], [1.9316, 2.3766, 2.7406], [0.5722, -4.1794, 2.6470], [-1.9227, 3.2620, 1.0335], [0.0679, -4.3243, 4.6843], [0.9912, -3.9370, 0.0150], [-0.5657, 0.3749, -4.1931], [1.6743, -1.6383, -0.3158], [2.0709, 4.9867, -1.1668], [1.5311, 2.4492, -2.0505], [-0.0953, 1.3634, -3.6607], [1.1014, 2.0949, 2.1078], [0.3518, -3.1584, 0.4309], [1.1031, 4.7410, -1.3731], [-0.8469, 2.4991, -3.7056], [-2.1651, -3.2754, 0.8422], [1.0016, 3.8075, -2.5196], [-2.7950, 1.1293, -0.6955], [-1.2220, 4.5823, -3.1334], [0.0018, 2.9605, 1.9735], [-1.9030, 0.7561, -0.4028], [1.4701, -5.2977, 4.1850], [0.5228, -2.2235, -1.4939], [-1.0816, 2.5969, 1.1559], [-1.0425, 1.3690, 0.4811], [-1.8904, -1.1176, -1.5468], [0.8046, -3.0863, 1.9040], [0.9560, -4.3445, 4.0506]], "lowdin_charge": [0.0950, 0.0651, 0.0304, 0.1725, 0.0865, 0.0790, 0.0904, 0.1224, 0.0940, 0.1287, 0.1062, 0.1176, -0.1940, 0.1382, -0.1448, -0.0284, -0.0666, 0.0287, 0.0770, 0.1505, 0.1477, 0.0972, -0.0859, -0.0602, -0.3761, 0.0708, 0.0926, 0.0176, 0.1014, 0.0811, 0.1482, 0.0630, 0.1206, 0.0810, -0.1439, -0.4459, -0.0873, -0.1903, 0.0528, 0.1912, -0.5494, -0.2878, 0.1551, 0.0714, -0.0922, 0.0861, 0.0813, 0.1213, -0.0223, -0.2185, 0.1407, -0.4624, -0.0472], "smiles": "CNC(=O)[C@H](Cc1c[nH]c2ccccc12)NC(C)=O.N[C@H]1CCC(=O)NC1=O", "spin_multiplicity": 1, "gap_ev": 8.39, "homo_ev": -7.88}

## 2
{"formula": "C19H25N5O4", "method": "wB97M-V/def2-TZVPD", "species": ["C", "C", "H", "H", "C", "C", "C", "C", "C", "H", "H", "C", "H", "H", "H", "C", "N", "C", "C", "H", "O", "H", "O", "H", "H", "H", "H", "N", "C", "H", "C", "C", "H", "O", "H", "H", "H", "H", "H", "H", "C", "H", "C", "N", "C", "H", "H", "H", "C", "O", "C", "N", "N"], "positions_angstrom": [[1.1812, 2.9199, -0.2547], [-1.2452, 1.9750, -0.2103], [-3.3468, 3.3733, 0.5534], [-4.0909, 4.6437, 2.3242], [1.2366, -0.8218, 1.9445], [-0.8822, -4.0111, -0.6250], [2.3686, 3.2634, -1.1409], [-0.2010, 2.9010, -0.9314], [-1.9199, -5.1297, -0.7450], [6.1137, 0.6534, 0.3963], [4.8294, 1.8877, 2.1802], [3.2968, -1.2384, 0.3315], [-2.2873, -5.4102, 0.2353], [-0.0488, 2.5738, -1.9872], [5.1493, -1.3200, -0.7348], [0.2691, -1.8884, 1.6153], [3.5751, 2.9178, -0.7789], [4.6003, -0.7976, 0.0170], [1.0787, 0.1269, 2.8949], [2.8972, -2.1196, -0.1720], [-2.5966, -0.5358, 0.3770], [3.7531, 2.3206, -0.0058], [-0.7316, 2.5264, 2.1392], [-2.0670, -3.1049, 0.7270], [-2.1729, 1.9285, -0.7727], [-1.4434, -5.9891, -1.1508], [0.2289, -1.6523, -0.4816], [2.2031, 0.9222, 2.9080], [-0.5115, -1.7330, 0.3148], [0.8121, -2.8357, 1.5179], [-1.5648, 2.6193, 1.2087], [-1.3772, -0.4971, 0.2222], [1.4268, 1.8997, 0.1131], [2.2656, 3.8499, -2.2097], [-0.4120, -2.0182, 2.4336], [-3.1837, 3.6343, 3.3770], [-2.3470, 4.9590, 2.5879], [4.2600, 3.0293, -1.4911], [0.1828, 0.2506, 3.4960], [0.2280, 0.5082, -0.2283], [-3.1111, 4.1791, 2.4926], [-0.6404, 3.8922, -0.9253], [4.4004, 1.0336, 1.6240], [-2.7130, 3.3302, 1.3657], [2.5471, -0.5966, 1.3372], [-2.7542, -4.7821, -1.3514], [2.3183, 1.7501, 3.4805], [1.1839, 3.6032, 0.5903], [5.1236, 0.3423, 0.6596], [0.1501, -4.0047, -1.3022], [3.1351, 0.4997, 1.9855], [-1.2439, -2.9842, 0.1703], [-0.7259, 0.6253, -0.0616]], "lowdin_charge": [-0.0929, -0.1769, 0.1456, 0.0908, -0.1905, -0.5128, -0.5644, -0.0988, 0.0067, 0.0963, 0.1226, -0.0021, 0.0739, 0.1347, 0.0898, -0.0892, 0.1944, -0.0752, -0.0452, 0.1124, 0.0664, 0.0448, 0.0172, 0.1411, 0.1389, 0.0679, 0.1513, 0.0901, -0.2054, 0.1346, -0.3937, -0.4243, 0.1054, 0.0317, 0.1227, 0.0587, 0.0919, 0.1185, 0.1360, 0.1007, -0.0537, 0.1184, -0.0557, 0.0148, -0.1320, 0.0882, 0.1602, 0.1255, -0.1162, 0.0277, -0.2181, 0.0983, 0.1291], "smiles": "CNC(=O)[C@@H](CCC(N)=O)NC(=O)[C@@H](Cc1c[nH]c2ccccc12)NC(C)=O", "spin_multiplicity": 1, "gap_ev": 8.78, "homo_ev": -8.18}

Winner for stability: 2

## 1
{"formula": "C2H12O3S", "method": "wB97M-V/def2-TZVPD", "species": ["H", "H", "H", "O", "H", "O", "H", "H", "H", "H", "C", "O", "H", "C", "H", "H", "S", "H"], "positions_angstrom": [[-1.8743, -1.0107, -0.8216], [-0.5917, -0.5781, 2.6210], [0.7229, -2.7334, -2.6301], [1.2071, -3.5521, -2.8585], [0.2496, 0.8253, 3.4765], [2.1994, -0.7299, -2.3662], [0.2918, 2.9566, 2.0795], [0.7977, 0.4736, 1.6463], [2.0655, -3.1676, -2.5934], [-0.6566, -0.4775, -0.4999], [-0.0257, 0.3786, 2.5293], [-0.9531, -1.1176, -1.1821], [-1.2078, 3.5814, 0.8152], [-0.4074, 2.7731, 1.2625], [0.2292, 2.5402, 0.4185], [1.3802, -0.3402, -1.9817], [-1.3230, 1.3855, 1.7826], [2.7334, 0.0487, -2.5483]], "lowdin_charge": [0.0644, 0.0357, 0.0078, -0.0863, 0.0218, -0.0570, 0.0283, 0.0859, 0.0229, 0.0003, -0.4193, -0.0850, 0.1073, -0.4956, 0.0096, 0.0383, 0.6816, 0.0394], "smiles": "CSC.O.O.O", "spin_multiplicity": 1, "gap_ev": 9.19, "homo_ev": -8.98}

## 2
{"formula": "C2H12O3S", "method": "wB97M-V/def2-TZVPD", "species": ["H", "H", "H", "H", "O", "O", "H", "H", "C", "H", "H", "H", "H", "H", "H", "O", "C", "S"], "positions_angstrom": [[-0.6402, 0.4355, -0.3498], [1.8191, 0.6855, 1.0204], [-2.3319, -0.3615, -0.1431], [0.9469, 3.0771, -2.3699], [2.1529, 0.8948, 0.1199], [-0.2030, -0.5183, -3.4192], [-0.1792, 0.3901, -2.9546], [1.7413, 0.1898, -0.3296], [-1.3537, -0.0022, 0.4179], [-1.8140, 0.8035, 1.0780], [0.6987, -0.4967, -3.8700], [-0.8790, -1.4692, 3.8541], [-2.0216, -0.5301, 2.9391], [1.8789, 2.0454, -1.6587], [-0.5358, 0.3158, 3.2940], [1.0998, 2.0941, -2.2688], [-0.9654, -0.7272, 3.0994], [-0.5728, -1.2796, 1.4332]], "lowdin_charge": [0.0184, 0.0492, 0.0736, 0.0749, -0.0585, -0.1346, 0.0290, -0.0058, -0.4495, 0.0486, 0.0594, 0.0189, 0.0103, 0.0356, 0.0641, -0.0998, -0.4389, 0.7051], "smiles": "CSC.O.O.O", "spin_multiplicity": 1, "gap_ev": 9.25, "homo_ev": -8.68}

Winner for stability: 2